This record from the OMol25 dataset describes a single C11H22N2O3 molecule. The level of theory is ωB97M-V/def2-TZVPD.

The geometry in XYZ format:
```
38
Properties=species:S:1:pos:R:3:forces:R:3:nbo_charge:R:1
C -1.867485 -3.614128 -0.952377 0.3 -0.9 0.8 -0.618
C -0.719408 -2.612232 -0.903201 -0.2 0.2 -0.8 -0.221
C 0.690112 -3.231958 -1.167768 -0.7 0.3 0.2 -0.601
C -0.804610 -1.829869 0.405185 0.0 1.0 1.3 -0.414
C -1.238985 -0.299338 0.191511 -0.4 -1.3 -0.8 -0.151
N -1.013928 0.529053 1.289674 0.9 1.5 2.5 -0.652
C 0.228917 1.013743 1.726471 -1.0 -0.6 2.1 0.682
O 0.314300 1.321666 2.931629 0.2 -0.2 -2.0 -0.635
C 1.454703 1.244664 0.790179 -1.9 2.5 1.7 -0.133
N 1.615760 0.317113 -0.256262 0.3 -0.6 -1.3 -0.867
C 1.187867 2.820799 0.324047 1.0 -2.3 -0.2 -0.201
C 1.308805 3.802506 1.471122 0.1 -0.7 2.8 -0.640
C 2.069463 3.122153 -0.943904 -1.2 0.9 1.1 -0.625
C -2.799138 -0.214139 -0.066454 1.6 1.5 -0.1 0.788
O -3.535820 0.527618 0.524965 0.3 -0.5 0.4 -0.568
O -3.252371 -0.900489 -1.087215 -1.2 -0.6 -1.0 -0.671
H -1.833128 -4.191979 -0.011625 -0.1 0.1 -0.3 0.209
H -2.839476 -3.135827 -0.982811 -0.1 -0.1 0.1 0.213
H -1.827979 -4.346435 -1.747078 0.2 0.0 -0.5 0.213
H -0.928617 -1.839785 -1.694722 0.7 -0.7 0.2 0.160
H 1.434122 -2.444783 -1.007864 0.0 -0.3 0.2 0.209
H 0.809994 -3.567767 -2.199152 -0.2 0.0 0.0 0.213
H 0.889508 -4.113029 -0.526061 -0.1 0.6 -0.1 0.213
H 0.167103 -1.878272 0.952068 -0.6 0.4 -0.5 0.226
H -1.530654 -2.241724 1.154838 0.4 0.0 -0.8 0.212
H -0.613926 0.126950 -0.622891 -0.9 -0.6 -0.1 0.237
H -1.770240 0.633628 2.011299 1.2 -0.3 -1.0 0.431
H 2.248926 1.260469 1.534648 0.4 0.0 -0.3 0.213
H 1.624786 0.770795 -1.166190 0.3 -0.4 0.2 0.377
H 2.392435 -0.333925 -0.149542 -0.3 0.5 -0.1 0.384
H 0.152581 2.848207 0.055436 -0.7 0.0 -0.7 0.202
H 0.505645 3.774230 2.297060 0.8 -0.9 -1.5 0.245
H 1.070880 4.786593 1.087690 1.1 0.6 -0.1 0.218
H 2.252419 3.576883 2.120534 -1.2 1.2 -1.5 0.220
H 1.615226 2.737762 -1.847834 -0.1 -0.3 -0.2 0.201
H 2.056450 4.212009 -1.084735 0.3 -0.2 0.0 0.223
H 3.082025 2.757433 -0.863181 0.3 0.0 0.1 0.212
H -2.596263 -1.388594 -1.587488 0.4 0.0 0.1 0.496
```
Forces are in eV/Å.

- Energy relative to the best compared isomer or geometry (same formula, charge and spin): 58.38 kcal/mol
- Multiplicity: 1
- SMILES: CC(C)C[C@H](NC(=O)[C@@H](N)C(C)C)C(=O)O
- Max |F|: 0.06979 hartree/bohr
- HOMO-LUMO gap: 9.59 eV